[1]
Computed, not measured: a structure of composition C44H52N4O3PSScSi2Te, with ωB97M-V/def2-TZVPD.

```
109
Properties=species:S:1:pos:R:3:forces:R:3
Te -1.728525 1.205196 -0.757411 0.019 -0.228 -0.056
Sc 0.779577 -1.543419 0.013986 0.099 -0.371 -0.175
S -1.108276 -1.772779 -2.670606 0.212 -0.139 -0.211
P 2.521868 0.533000 1.126532 -0.325 -0.184 -0.149
Si -0.239514 3.797309 -2.498064 -0.063 0.047 -0.042
Si -4.131809 2.884521 0.919534 0.048 0.027 -0.032
O 1.324942 -3.457458 -1.096589 0.008 0.073 0.132
O -0.534882 -0.800221 1.635513 -0.183 0.143 0.285
O 3.270505 0.203910 -2.836482 -0.007 -0.010 0.045
N -2.316065 -4.218629 -1.560132 0.147 -0.063 -0.034
N -1.154354 -2.210108 -1.015624 -0.020 0.111 0.026
N -0.595997 -3.030956 1.446630 0.046 0.164 -0.161
N 2.049850 -1.455263 -1.796794 0.065 -0.183 -0.035
C -0.409812 -4.856851 3.015246 0.054 0.137 -0.015
C -1.638341 2.531943 -2.436202 -0.009 0.079 0.045
C 0.308036 1.573635 5.029814 -0.017 0.019 0.020
C -1.447722 -3.877843 0.629432 -0.010 -0.007 -0.089
C 5.260631 3.030849 -0.554396 -0.003 -0.024 -0.021
C -0.232940 4.495099 -4.247891 0.006 -0.036 0.117
C 2.603954 -2.114334 1.197924 0.065 0.032 0.027
C 0.802246 1.987248 2.715508 0.034 -0.008 0.011
C -4.527833 -4.101065 -4.504911 0.020 0.020 0.001
C -2.277886 2.631454 0.748817 0.033 0.039 0.072
C 4.739698 -1.098905 1.893192 -0.010 -0.012 0.002
C -2.475567 -2.624437 -3.359700 -0.186 0.132 0.114
C -2.927218 -3.783166 -2.734987 -0.021 0.049 -0.014
C 2.018369 -2.803209 -1.891801 -0.007 0.049 0.071
C -3.962224 -4.512899 -3.307980 -0.003 0.019 0.003
C -4.891744 3.331555 -0.737416 -0.069 -0.030 0.115
C -3.071649 -2.194623 -4.536202 -0.012 0.030 0.002
C -1.210424 -1.804475 1.840639 0.165 0.339 -0.072
C -1.558397 -5.506291 2.414147 -0.097 -0.037 -0.041
C -4.420079 4.285411 2.142700 -0.025 -0.078 -0.066
C -2.567103 -1.746036 2.438897 -0.019 -0.211 -0.075
C -4.907252 1.305622 1.576372 -0.006 0.071 -0.047
C 4.292469 2.056059 -0.361105 0.002 -0.023 -0.009
C 3.423275 -1.001460 1.443176 0.051 0.093 0.154
C -2.015564 -5.035001 1.232537 -0.025 -0.039 0.096
C 0.061046 -3.696535 2.556134 0.059 -0.091 0.046
C 5.684642 3.816259 0.507752 0.003 0.008 0.009
C 5.144463 3.621297 1.771652 0.026 0.010 -0.014
C 4.182832 2.642588 1.972253 -0.018 0.013 0.001
C 5.274649 -2.355231 2.123839 -0.003 0.019 -0.003
C 1.215665 0.526077 5.032890 0.011 -0.022 0.009
C 0.105594 2.309117 3.867742 -0.010 0.018 -0.003
C 1.927577 0.213555 3.880912 0.000 -0.006 -0.014
C -4.084242 -2.939639 -5.121866 -0.024 -0.023 -0.005
C 3.748802 1.855646 0.906125 0.042 0.036 0.080
C 3.184637 -3.364694 1.452053 -0.036 -0.010 -0.027
C 2.994369 -0.963186 -2.674867 -0.100 0.179 -0.200
C -1.616947 -3.425541 -0.672209 -0.092 -0.048 0.079
C -0.558022 5.205497 -1.287002 0.049 -0.057 -0.088
C 1.405430 3.020838 -2.104349 0.024 0.003 0.037
C 3.648405 -2.111575 -3.443473 0.006 0.012 0.017
C 1.727078 0.942534 2.714473 0.037 0.038 0.036
C 2.890785 -3.353307 -2.987751 -0.029 -0.005 -0.005
C 4.490273 -3.485908 1.907387 0.012 -0.015 0.003
H 3.585616 -1.905301 -4.510541 -0.015 -0.013 0.008
H -1.548911 1.848966 -3.286239 0.059 -0.021 0.018
H -1.560924 5.625640 -1.389963 -0.018 -0.017 0.004
H 6.296474 -2.456859 2.467909 0.001 -0.011 0.000
H -2.555830 -5.141277 -1.244410 -0.001 0.013 0.027
H -0.043668 3.706087 -4.978708 0.000 -0.015 -0.002
H 1.625553 2.130175 -2.695476 -0.025 -0.012 -0.033
H 0.158099 6.011086 -1.467391 -0.002 0.006 -0.029
H 6.433949 4.581714 0.350936 0.004 0.003 0.004
H -5.983624 1.433601 1.711191 -0.007 -0.001 -0.005
H 1.470842 2.724285 -1.054142 -0.034 0.009 -0.005
H 5.335565 -0.206301 2.050955 -0.001 -0.001 0.002
H 3.509806 -4.160739 -2.599852 0.014 0.014 0.006
H -5.485715 4.445466 2.321434 -0.009 -0.005 -0.008
H -4.539707 4.300703 -1.096509 0.040 0.009 0.000
H -3.951865 4.074942 3.106612 0.012 -0.021 0.006
H 0.547192 5.249836 -4.367945 0.011 0.008 0.016
H 2.241821 -3.769889 -3.759703 0.007 -0.012 0.001
H 3.766626 2.495463 2.961458 -0.006 -0.001 -0.015
H 2.635573 -0.606762 3.885910 -0.004 0.001 0.002
H -0.602470 3.129020 3.858097 -0.008 -0.003 0.009
H -2.613808 3.011740 -2.533241 -0.011 0.008 0.017
H 4.910966 -4.469513 2.082950 0.006 0.000 0.003
H 4.704817 -2.134126 -3.176091 0.007 -0.014 0.007
H -4.754484 0.472388 0.887268 0.025 0.000 -0.015
H -1.861944 2.238540 1.681087 -0.012 -0.029 -0.009
H -1.756250 3.564946 0.544199 -0.003 0.016 -0.015
H -3.255740 -2.327406 1.826384 -0.025 0.033 0.010
H 5.676128 3.177723 -1.543268 0.006 0.011 0.004
H -1.994957 -6.375356 2.882736 -0.008 -0.011 -0.009
H -5.979030 3.391256 -0.641971 0.003 0.024 -0.008
H -2.837466 -5.544032 0.739640 0.006 -0.016 -0.011
H -4.671737 2.579816 -1.497686 0.018 -0.027 0.020
H -4.530391 -2.608414 -6.049675 0.000 0.002 -0.002
H -4.486709 1.031746 2.546714 0.011 0.025 0.017
H 0.116120 -5.329932 3.834342 -0.004 -0.010 0.004
H -2.726923 -1.278725 -5.000955 0.003 0.004 0.004
H -5.324022 -4.684069 -4.947990 -0.003 -0.002 -0.002
H 2.611150 -4.268126 1.265873 0.011 0.000 0.002
H 0.619178 2.541011 1.799660 0.010 0.006 0.000
H -0.420986 4.889712 -0.251845 0.013 0.001 0.006
H 2.205643 3.742892 -2.289387 0.018 0.001 0.015
H -2.892856 -0.714325 2.524871 -0.003 -0.003 0.008
H 3.954056 1.454199 -1.196289 -0.016 0.029 -0.002
H -0.240893 1.819216 5.929998 -0.005 -0.001 0.000
H 0.928614 -3.182912 2.943500 0.002 -0.035 -0.001
H -4.003358 5.222772 1.768386 0.018 0.005 -0.013
H 5.472494 4.229934 2.604698 0.005 0.004 -0.004
H -2.523889 -2.222638 3.421812 0.010 -0.004 0.004
H 1.376038 -0.050436 5.935369 0.000 0.005 0.003
H -4.317330 -5.410104 -2.813865 0.002 -0.005 0.001
H -1.188111 4.961195 -4.498848 -0.016 -0.002 0.010
```
Positions in Å, forces in eV/Å.

LUMO: 0.12 eV
Orbital gap: 6.620 eV
Total charge: 0
DFT total energy: -4500.05582 a.u.
E_HOMO: -6.497 eV
ΔE to the lowest compared entry with this formula, charge and spin: 72.2 kJ/mol
Largest force on an atom: 0.42 eV/A

Atom charges from the Mulliken analysis, given in e for atoms 1 to 8: Te -0.33; Sc -1.18; S 0.01; P 2.13; Si 0.13; Si 0.27; O -0.50; O 0.44

[2]
Computed, not measured: a structure of composition C28H37N4O3PS2Ti, with ωB97M-V/def2-TZVPD.

```
76
Properties=species:S:1:pos:R:3:forces:R:3
Ti 0.136130 -0.595551 -1.086651 0.108 0.104 0.134
S -1.764964 0.126313 -2.591730 0.008 0.079 -0.110
S 2.757220 0.031660 -4.139087 0.036 -0.005 -0.040
P -0.473730 1.618309 -3.224019 -0.106 -0.087 0.049
O 0.530487 1.448511 -1.888587 0.161 -0.124 0.077
O -1.173214 3.036190 -2.628264 -0.049 -0.019 0.027
O -2.436021 -3.921844 -1.495861 -0.043 -0.009 -0.020
N 1.674188 -1.394142 -2.033127 -0.203 0.127 0.063
N -2.053551 -2.201074 1.381994 -0.034 0.002 -0.046
N -0.653985 -2.501249 -1.198562 0.016 0.134 -0.064
N 0.377812 -0.197682 0.583611 -0.230 0.071 -0.109
C 2.196276 2.336698 -0.376717 0.015 -0.018 0.027
C -2.622728 -2.279696 0.180711 0.020 -0.004 0.017
C -1.199116 2.137616 1.972539 0.060 0.022 -0.004
C -2.366295 2.122126 2.974769 0.011 -0.015 0.024
C 0.414292 1.707815 3.760223 0.017 -0.024 -0.046
C 2.263180 -1.818384 2.178187 0.002 -0.013 0.012
C -4.615632 -1.206103 0.941707 0.001 -0.009 -0.031
C 0.603548 0.169220 1.882485 0.039 -0.032 0.094
C 4.061482 -1.731973 -2.494378 -0.012 -0.049 -0.020
C 1.475369 -2.713282 -2.348324 0.086 -0.125 -0.182
C 0.046447 -3.177939 -2.293218 0.005 -0.159 0.076
C -2.293803 3.489703 -3.357269 0.057 -0.016 0.037
C 1.904919 -0.124223 3.933768 0.033 -0.056 -0.030
C -1.777332 1.822600 0.602863 -0.051 -0.067 0.000
C -0.034452 1.286892 2.506194 -0.003 -0.074 -0.016
C -2.652690 4.880544 -2.877861 -0.020 0.027 -0.012
C -1.868757 -2.976874 -0.931877 0.137 0.003 0.109
C 3.276192 -1.517480 1.073380 -0.017 -0.029 -0.021
C 1.552728 -0.566419 2.668664 -0.027 0.026 -0.053
C 1.324354 -2.965503 1.800048 0.036 0.008 0.009
C 1.375163 1.031928 4.482053 -0.018 0.058 0.071
C -3.902298 -1.795909 -0.083049 -0.020 -0.011 -0.019
C 3.839859 -3.042555 -2.656086 0.052 0.057 0.010
C 2.485484 -3.547321 -2.695240 -0.023 -0.013 0.082
C -4.032894 -1.128097 2.198491 0.042 0.011 0.039
C 1.702842 2.299655 -1.802865 -0.077 0.073 -0.029
C 2.923757 -0.752297 -2.494825 -0.002 -0.036 0.063
C -2.751592 -1.632372 2.361290 -0.021 -0.013 0.004
H 0.657453 -3.211283 2.630511 0.013 0.000 0.006
H 2.443581 1.337931 -0.016865 0.006 0.007 0.005
H -3.133663 2.801975 -3.202428 -0.009 -0.002 -0.006
H 1.695459 1.387081 5.455074 0.000 0.011 -0.007
H -4.299978 -1.893631 -1.083793 -0.009 0.012 0.005
H -2.605955 2.510341 0.400428 0.013 0.009 -0.009
H -1.816174 5.564608 -3.029588 0.001 -0.006 -0.001
H -0.447577 -2.953463 -3.247417 -0.003 0.032 -0.005
H 3.843107 -2.415297 0.814134 0.010 -0.005 0.015
H 3.149897 0.038375 -1.771331 0.003 -0.003 0.022
H 5.063804 -1.323494 -2.434909 -0.006 0.000 -0.011
H -2.177108 0.807157 0.559105 0.027 0.028 0.013
H -4.547226 -0.666266 3.031862 -0.003 -0.001 0.003
H 3.978785 -0.740644 1.389677 -0.007 -0.007 -0.002
H 2.775654 -1.192358 0.166506 0.007 0.023 -0.029
H -5.607334 -0.806178 0.765840 -0.003 0.003 -0.003
H 3.099684 2.950647 -0.338854 0.002 0.013 0.014
H -2.250881 -1.567512 3.323711 -0.008 -0.008 -0.009
H 2.273978 -4.585949 -2.915466 0.003 -0.002 0.001
H -2.070844 3.499321 -4.434074 -0.011 0.009 -0.006
H 2.437634 1.909757 -2.513613 -0.005 0.016 -0.005
H 1.914536 -3.852951 1.550824 -0.007 0.004 0.004
H 4.671598 -3.736781 -2.734778 0.003 0.003 -0.003
H -2.071702 2.418991 3.980982 -0.012 0.003 0.006
H 2.840870 -2.167607 3.043776 -0.004 0.010 0.000
H 1.452663 2.760685 0.301906 -0.010 -0.019 -0.019
H -0.819957 3.169179 1.939788 -0.022 0.005 -0.022
H 0.698355 -2.722269 0.947385 -0.021 0.031 -0.047
H -2.786591 1.116986 3.029077 0.012 -0.003 0.008
H -1.058050 1.932607 -0.197129 0.041 0.026 -0.042
H 1.387253 3.297040 -2.118751 0.025 0.016 -0.029
H -3.158722 2.795678 2.635540 0.008 0.008 -0.002
H -0.015423 2.611565 4.179530 -0.008 0.005 0.019
H 0.005094 -4.259751 -2.150081 -0.023 -0.006 -0.032
H 2.639037 -0.696313 4.493882 -0.004 0.004 -0.012
H -2.889776 4.861350 -1.813258 0.010 -0.006 0.000
H -3.520153 5.262665 -3.422584 0.005 -0.003 0.007
```
Positions in Å, forces in eV/Å.

LUMO: 4.41 eV
Orbital gap: 5.147 eV
Total charge: -2
DFT total energy: -3521.27729 a.u.
E_HOMO: -0.733 eV
ΔE to the lowest compared entry with this formula, charge and spin: 140.7 kJ/mol
Largest force on an atom: 0.26 eV/A

Atom charges from the Mulliken analysis, given in e for atoms 1 to 8: Ti -0.35; S -0.56; S -0.57; P -0.13; O 0.81; O -0.09; O -0.76; N 0.66